No. 1
This record from the Open Molecules 2025 dataset describes a molecular structure, C25H66Cl9F3KO31P7S in a non-equilibrium geometry. The level of theory is ωB97M-V/def2-TZVPD.

Atoms and positions in Å:
O: 14.046 10.465 28.314
H: 9.227 23.965 23.261
O: -3.248 10.013 23.301
Cl: 1.254 21.266 24.740
C: 3.367 15.107 27.384
F: 6.440 15.111 21.214
Cl: -0.858 19.110 16.690
C: 9.028 23.366 22.372
O: -5.724 10.012 22.542
H: 1.919 14.428 31.236
Cl: 1.921 12.608 11.790
O: 4.046 13.291 21.316
H: 13.252 14.005 30.382
C: -0.398 17.982 15.415
O: 3.093 11.993 28.021
H: 12.668 19.223 16.706
H: -2.196 12.329 22.505
Cl: 2.206 9.733 11.983
C: 5.980 26.641 22.146
H: -2.960 13.405 21.407
O: 10.988 10.106 12.717
H: 10.496 6.415 19.740
O: 7.998 5.790 22.824
O: 9.582 8.230 13.703
C: -3.966 12.382 25.163
H: 13.648 22.591 17.061
P: 2.788 13.120 28.921
H: 6.694 21.516 21.016
H: 9.107 6.200 13.555
O: 1.484 12.856 29.842
H: 10.530 11.715 11.435
O: 10.242 5.545 21.611
H: 10.286 11.792 27.173
C: 9.419 2.765 20.858
H: 4.672 11.625 29.953
P: -4.388 10.871 22.962
O: 7.051 25.752 22.104
O: 6.281 23.471 21.055
H: 5.345 26.312 22.969
O: 3.507 15.349 20.032
H: 0.616 17.683 15.681
O: 9.770 3.931 23.499
C: 9.981 6.572 20.689
H: 14.964 11.771 26.894
C: 13.390 23.519 16.551
O: 8.794 24.133 21.194
H: 6.364 27.657 22.230
H: 7.210 22.383 19.589
H: 14.352 24.024 16.469
O: 12.879 12.753 28.759
O: 2.428 14.445 28.136
Cl: -0.721 19.592 23.452
O: -4.858 11.968 24.097
H: 5.330 26.639 21.271
C: 0.514 20.902 23.117
C: 4.739 12.553 30.520
H: 3.617 16.013 27.938
H: -2.355 12.003 20.713
H: 9.513 2.876 19.777
H: 12.789 24.174 17.182
O: 3.956 13.529 29.946
P: 12.606 11.179 28.295
H: 10.319 7.545 21.044
C: 1.405 11.132 12.668
O: 8.506 3.754 21.309
H: 8.233 22.621 22.404
O: 11.651 10.499 29.210
Cl: -0.338 10.838 12.527
O: 8.388 10.286 12.863
C: 6.092 14.473 20.096
H: 4.323 14.591 27.298
O: 3.942 13.240 18.856
H: 0.708 13.341 31.743
H: -4.476 12.294 26.123
H: 15.204 9.975 26.804
P: 7.326 24.738 20.839
P: 9.603 9.302 12.439
H: 3.028 15.309 26.368
C: 13.202 12.942 30.146
H: 10.466 5.572 24.512
H: -3.102 11.720 25.231
H: 12.267 11.419 11.910
C: 10.944 11.717 26.307
H: 15.169 19.823 13.772
H: -5.918 8.238 21.569
S: 4.185 14.027 20.047
H: 8.509 11.863 14.352
H: 0.264 14.475 30.518
H: 11.523 4.144 24.293
H: 11.128 12.108 13.045
C: 8.437 10.782 14.233
H: 1.314 20.538 22.472
C: 6.398 22.292 20.311
Cl: -0.318 22.338 22.451
O: 9.432 8.628 11.143
C: -2.842 12.344 21.627
H: -4.731 9.300 20.884
H: 10.387 2.777 21.360
O: 12.273 21.668 13.285
H: 15.930 21.375 13.506
C: 1.085 13.841 30.851
F: 6.452 15.326 19.035
C: 10.512 4.483 24.518
P: 9.032 4.835 22.390
H: 12.963 19.255 14.927
H: 1.671 11.122 13.725
H: -3.738 13.445 25.082
H: 7.470 10.439 14.601
H: 11.019 12.721 25.889
H: 10.224 4.072 25.485
O: 7.184 25.368 19.533
H: 8.284 7.208 14.774
H: 4.315 12.202 31.461
H: 9.227 10.414 14.887
F: 6.834 13.378 19.972
Cl: -1.436 16.519 15.533
H: 16.030 10.851 28.001
H: 10.435 11.156 25.523
H: 14.486 21.202 12.774
K: 2.176 8.260 23.596
H: 8.920 6.759 20.525
O: 12.158 11.261 26.728
H: 7.767 7.380 13.078
H: 8.979 1.794 21.085
O: -4.127 11.766 21.655
O: 11.974 20.894 15.699
C: -5.732 9.282 21.314
H: 14.183 12.545 30.410
C: 11.221 11.404 12.218
C: 12.272 19.507 15.731
H: 12.480 12.459 30.805
H: -6.493 9.538 20.576
C: 8.607 7.152 13.735
C: 14.971 20.892 13.699
C: 15.088 10.844 27.453
O: 12.750 23.327 15.315
H: 5.769 12.848 30.720
H: 5.437 21.942 19.934
P: 12.772 21.823 14.666
Cl: -0.514 18.699 13.840
O: 14.324 21.402 14.888
H: 9.925 22.749 22.324
H: 11.408 18.891 15.483

Kohn-Sham gap: 5.65 eV
LUMO level: -2.2 eV
Net charge: 0
Strongest force on any atom: 4.01 eV/Å
E_HOMO: -0.2882 Eh
DFT total energy: -11153.9808 Ha
Energy above the lowest of the compared OMol25 structures with the same formula, charge and spin: 8.580 eV

Löwdin population analysis, charges in e, atoms 1 to 8: number 1, O, carries -0.21; number 2, H, carries 0.09; number 3, O, carries -0.25; number 4, Cl, carries 0.45; number 5, C, carries -0.13; number 6, F, carries 0.11; number 7, Cl, carries 0.51; number 8, C, carries -0.10

No. 2
This record from the Open Molecules 2025 dataset describes 7 unconnected molecules or ions with the total composition C25H66N2O8 in a non-equilibrium geometry. The level of theory is ωB97M-V/def2-TZVPD.

Atoms and positions in Å:
O: -0.717 -1.625 3.473
H: 0.369 -7.405 -1.814
H: 0.800 -0.710 2.291
H: -1.490 -4.333 0.703
O: -0.848 6.294 1.969
H: 1.616 -2.740 1.271
H: -0.042 6.617 2.375
H: -5.451 -1.674 0.013
H: -4.478 -3.019 -5.879
H: 1.471 -7.340 -0.469
H: 2.436 -0.820 -1.668
H: -0.703 -3.876 2.499
C: 0.186 -5.147 -0.344
C: 2.006 0.051 -1.174
H: 2.842 0.832 1.931
H: 0.870 1.025 -3.768
H: 4.411 0.062 5.173
C: -2.809 1.381 -0.775
H: 1.524 -3.068 3.026
H: -2.390 1.697 -1.730
H: -4.285 -0.473 -4.897
C: 0.605 0.217 -1.745
N: 0.077 -3.988 1.859
C: 3.307 0.279 2.755
H: 3.596 4.804 -1.964
H: 5.652 3.259 1.013
H: -1.060 -0.689 -1.111
H: 0.435 5.953 0.421
C: -3.311 -0.478 -5.390
N: -3.571 -2.483 1.971
H: -4.021 0.064 0.987
H: -1.079 -2.408 -6.523
H: 1.070 1.107 4.346
H: -1.333 3.756 1.439
C: 0.512 0.115 -3.276
O: 3.509 0.394 5.184
H: 1.534 2.493 3.430
C: -4.560 -2.252 -0.257
H: -1.711 5.238 -1.114
H: -2.592 5.690 0.322
H: 1.277 -5.162 -0.209
H: 5.150 4.709 1.950
H: 0.027 -4.929 -1.412
H: -4.819 -3.306 -0.201
H: 1.040 -1.180 4.584
H: -2.939 -3.700 -6.619
H: -0.529 -1.410 1.449
H: -4.361 -1.888 -1.268
C: 4.560 4.837 -0.050
C: -1.648 5.845 -0.212
H: -0.054 3.551 0.226
C: -2.633 -1.829 -5.471
H: -3.730 -2.284 -7.200
H: 1.953 -0.093 -0.099
H: 3.991 1.905 3.853
C: -0.448 -4.078 0.483
H: -0.501 -1.156 5.440
C: 4.855 3.984 1.188
H: 3.988 3.481 1.621
H: 2.970 3.564 -0.883
H: -2.883 -2.069 2.610
C: -3.102 -0.446 0.700
C: 0.943 -2.858 2.125
C: -3.482 -2.821 -6.271
H: -3.476 -0.088 -6.397
O: -0.126 -0.941 -1.264
C: -0.535 5.574 0.770
C: 0.064 -1.666 4.659
H: 0.335 3.881 1.963
H: -1.649 6.898 -0.494
C: 0.413 -7.467 -0.721
H: -2.390 1.950 0.060
H: -2.493 -2.197 -4.449
H: -0.530 0.001 -3.575
H: 1.030 -0.788 -3.592
C: 3.878 4.101 -1.177
H: 3.804 5.535 0.321
H: 4.354 0.180 2.453
H: -0.428 -3.100 -0.009
H: -2.245 -0.262 1.350
H: 4.463 3.317 -1.671
C: 1.888 1.820 4.209
H: -3.880 1.628 -0.834
H: 1.934 2.394 5.138
C: 0.104 -1.555 2.326
H: -4.418 -2.065 2.359
O: -1.402 -1.587 -6.138
H: 0.242 -2.692 4.993
O: -0.355 -6.438 -0.146
H: 2.577 0.939 -1.458
H: -2.690 0.247 -4.860
H: 0.009 -8.393 -0.333
C: -0.335 4.090 1.135
C: 3.229 1.131 4.011
O: 5.753 5.428 -0.520
H: 6.435 4.754 -0.582
H: 0.099 1.124 -1.396
C: -3.336 -1.963 0.615
H: 2.850 -0.707 2.725
H: -2.489 -2.533 0.250
O: -2.682 -0.015 -0.608

Kohn-Sham gap: 8.81 eV
LUMO level: 0.4 eV
SMILES: COC[C@H](C)N.COCCNCCOC.CC(C)O.CC(C)O.CC(C)O.CC(C)O.CC(C)O
Net charge: 0
Strongest force on any atom: 2.11 eV/Å
E_HOMO: -0.3080 Eh
DFT total energy: -1703.4252 Ha
Energy above the lowest of the compared OMol25 structures with the same formula, charge and spin: 0.289 eV

Löwdin population analysis, charges in e, atoms 1 to 8: number 1, O, carries -0.19; number 2, H, carries 0.08; number 3, H, carries 0.09; number 4, H, carries 0.12; number 5, O, carries -0.06; number 6, H, carries 0.12; number 7, H, carries 0.08; number 8, H, carries 0.08

No. 3
This record from the Open Molecules 2025 dataset describes a molecular structure, C25H67N6O9Ti in a non-equilibrium geometry. The level of theory is ωB97M-V/def2-TZVPD.

Atoms and positions in Å:
H: 3.093 2.577 2.814
O: -1.887 -0.438 -0.089
H: 5.938 -0.149 -3.672
Ti: -2.232 -1.135 -2.424
H: -4.190 1.720 1.315
H: -0.075 -4.481 -5.591
H: 4.484 -1.095 -3.725
C: 2.085 -3.622 3.465
H: 2.297 -0.885 3.427
H: -2.162 -5.379 1.061
H: 0.328 1.025 -2.503
H: 0.910 -0.016 0.335
H: 2.876 -4.311 3.167
H: 0.707 5.161 0.160
H: 0.716 -4.036 -2.676
H: 0.881 -3.158 0.506
H: 2.334 0.237 -4.306
H: 5.376 3.894 0.490
N: -1.329 -2.949 2.309
C: -5.208 1.342 1.405
N: -1.013 1.560 2.893
C: -1.298 -4.798 0.740
O: 4.108 0.917 -3.763
C: 2.763 0.794 -3.473
H: -0.494 -4.725 2.764
H: 1.359 0.109 2.704
C: -2.356 3.524 3.672
N: 2.167 0.109 3.310
H: -4.821 0.342 4.020
H: 2.479 -2.910 4.189
C: -5.965 3.550 2.046
H: -4.643 -2.083 1.281
H: 4.919 -0.243 -2.225
H: 1.422 -4.624 1.321
C: -5.199 -0.150 1.954
C: -0.253 3.810 2.220
H: 1.916 2.568 -4.340
H: 3.728 -1.552 1.989
H: -0.171 -2.608 -8.302
H: -0.620 1.134 2.066
C: 0.323 -3.515 -5.280
H: 4.610 -0.288 1.054
H: -3.238 2.951 3.961
H: -0.823 -4.647 -2.844
C: -0.661 -0.333 -0.194
C: -4.377 -0.281 3.244
C: -1.490 2.925 2.588
H: -2.250 -3.428 -4.588
H: -6.490 4.085 2.837
H: 1.454 5.653 1.574
H: -1.760 3.750 4.556
H: -5.652 1.308 0.410
C: -0.578 -4.117 1.863
H: 3.672 3.881 0.332
H: 0.107 -1.864 -3.981
H: 0.246 3.226 1.446
C: 2.282 3.016 -2.197
H: -1.534 -4.105 -0.068
H: -1.535 -2.321 1.545
N: -4.737 -1.130 0.960
H: -1.838 1.021 3.116
H: -2.658 4.489 3.266
H: -6.247 -0.384 2.144
C: -0.310 -3.687 -2.792
H: -4.523 -1.296 3.615
H: 3.230 3.523 -2.376
H: -0.637 -2.465 2.863
H: -0.177 -4.216 -7.829
H: 4.231 0.544 3.382
N: 0.437 1.759 -3.188
C: 3.270 1.934 1.953
H: -4.951 3.936 1.936
C: 3.395 0.545 2.683
H: 0.234 6.714 0.700
O: 1.446 -2.848 2.432
H: -0.679 -5.563 0.272
H: 1.413 -3.482 -7.890
H: -1.820 -1.994 -5.146
O: 0.096 0.133 0.823
H: 1.281 -4.223 3.890
H: 0.561 3.936 2.933
H: -3.323 -0.002 3.264
O: 4.465 2.229 1.345
C: 0.490 5.721 1.070
O: -5.865 2.161 2.380
H: 1.565 3.822 -2.045
O: 0.119 -2.668 -6.421
H: 2.365 2.415 -1.291
C: 1.868 2.059 -3.377
C: 4.909 -0.180 -3.313
C: 0.369 -3.291 -7.645
C: -0.392 -2.832 -4.017
H: 2.962 -0.531 0.889
C: 4.468 3.652 1.042
H: 4.461 4.343 1.885
N: -1.814 -2.560 -4.310
H: -6.486 3.617 1.091
O: -0.613 5.094 1.693
H: 2.400 1.978 1.298
H: -2.103 2.773 1.699
H: -3.826 -0.859 0.618
H: 2.614 0.099 -2.647
H: -0.724 -3.184 -1.918
C: 3.732 -0.513 1.659
H: -0.099 2.484 -2.734
H: 1.372 -3.644 -5.012
C: 0.841 -3.710 1.445
O: -0.051 -0.639 -1.183

Kohn-Sham gap (alpha / beta): 2.77 / 8.44 eV
LUMO level (alpha / beta): 2.4 / 2.3 eV
Multiplicity: 5
Net charge: -1
Strongest force on any atom: 4.81 eV/Å
E_HOMO (alpha / beta): -0.0148 / -0.2244 Eh
DFT total energy: -2847.6532 Ha

Löwdin population analysis, charges in e, atoms 1 to 8: number 1, H, carries 0.12; number 2, O, carries -0.09; number 3, H, carries 0.08; number 4, Ti, carries 0.19; number 5, H, carries 0.10; number 6, H, carries 0.11; number 7, H, carries 0.08; number 8, C, carries -0.09

No. 4
This record from the Open Molecules 2025 dataset describes a molecular structure, C25H67NO8Si2 in a non-equilibrium geometry. The level of theory is ωB97M-V/def2-TZVPD.

Atoms and positions in Å:
C: -1.194 -3.958 -1.000
H: -4.293 -0.097 13.877
H: 2.120 -2.293 -5.998
H: -0.653 -2.203 4.313
H: 6.540 2.854 -2.295
H: -0.805 -5.954 -0.247
H: -1.867 3.688 -1.960
H: 7.155 5.204 -2.840
H: -0.952 6.139 -8.293
C: 1.613 -3.231 -5.745
H: -0.023 -2.258 -0.351
H: -2.247 4.656 -6.880
H: -5.630 -2.246 13.338
C: -1.385 -0.328 8.320
H: 1.026 0.268 -4.144
O: -0.370 -2.032 -5.104
H: -0.725 3.856 -8.923
H: 0.249 7.392 -7.411
H: -2.104 2.207 7.453
H: -0.154 5.595 -5.188
C: -5.017 -2.356 12.439
H: -0.808 -1.256 8.244
Si: 1.680 4.924 -6.872
H: 8.604 4.173 -2.857
C: -0.130 5.298 -6.333
H: 0.483 -4.104 3.176
H: -1.439 3.394 -5.737
C: -4.551 -1.004 11.922
H: 1.020 -5.471 5.216
H: -2.247 -5.832 -1.247
H: -0.177 -2.260 -4.180
C: 0.066 2.615 -2.819
H: 0.127 -6.424 4.008
C: -1.659 -5.310 -0.484
C: -0.614 -4.378 -5.565
H: -2.273 -5.199 0.416
H: -0.713 -5.813 5.428
H: -1.696 -4.260 -5.689
O: 5.517 3.436 -3.961
O: -1.521 -4.480 3.253
O: 0.305 1.698 -1.857
H: -5.420 -0.395 11.650
C: -0.853 3.972 -2.483
H: 7.841 4.696 -4.377
H: 8.368 1.700 -3.578
C: 0.064 -5.571 4.693
C: -1.213 4.108 -6.645
H: -1.160 4.453 -3.532
H: -1.866 2.552 -8.178
H: -1.588 7.114 -6.808
H: -1.184 -3.262 5.612
C: -2.696 1.387 7.035
H: 2.638 5.990 -6.522
H: 0.844 1.051 -5.905
H: -3.001 -1.731 10.974
C: -1.877 0.108 6.949
H: 0.539 -3.794 0.294
H: -0.700 0.783 -4.859
C: -0.392 -3.108 4.871
C: -0.879 3.186 -7.958
H: 1.657 4.821 -8.353
C: 7.646 4.368 -3.350
H: -3.584 1.241 7.661
H: -2.818 -0.841 13.216
H: 0.551 -2.933 5.399
H: -0.111 -2.825 -6.967
C: -0.362 -3.224 0.039
H: -0.936 -3.051 0.954
H: -3.438 -1.072 6.967
H: 5.701 3.687 -4.882
C: -0.283 -4.300 3.934
C: 6.759 3.134 -3.331
H: 7.604 2.209 -5.101
C: -3.719 -0.270 12.961
H: 3.185 2.310 -4.071
H: -0.278 -5.210 -6.192
H: -3.381 0.696 12.572
H: -0.027 2.391 -7.798
O: -0.418 -4.145 -2.181
C: 0.110 -3.092 -5.928
H: -0.216 4.765 -1.894
C: 0.454 1.072 -4.777
H: -2.063 -3.349 -1.272
H: 6.762 1.090 -4.038
O: -2.676 -0.927 6.382
H: -0.754 0.441 8.776
C: -0.621 6.609 -7.248
C: 7.417 1.967 -4.049
H: -1.021 0.264 6.283
H: 2.340 4.529 -3.816
H: -3.054 1.682 6.043
H: 0.356 -4.684 -1.949
H: -4.162 -3.001 12.675
H: -2.207 -4.655 3.918
N: 0.543 2.487 -4.249
H: -0.444 -4.641 -4.515
O: 2.341 3.409 -6.278
Si: 2.150 3.245 -4.527
H: -5.604 -2.878 11.676
H: 2.015 -4.028 -6.377
O: -3.775 -1.191 10.742
H: 1.862 -3.453 -4.701
H: -2.226 -0.534 8.991

Kohn-Sham gap: 10.02 eV
LUMO level: 0.7 eV
Net charge: 0
Strongest force on any atom: 8.22 eV/Å
E_HOMO: -0.3414 Eh
DFT total energy: -2228.3092 Ha
Energy above the lowest of the compared OMol25 structures with the same formula, charge and spin: 4.646 eV

Löwdin population analysis, charges in e, atoms 1 to 8: number 1, C, carries -0.49; number 2, H, carries 0.08; number 3, H, carries 0.08; number 4, H, carries 0.08; number 5, H, carries 0.14; number 6, H, carries 0.08; number 7, H, carries 0.09; number 8, H, carries 0.08